A gas-phase ion, C4H12NO2 (charge +1) in a non-equilibrium geometry. Source: the OMol25 dataset; level of theory: the ωB97M-V functional and the def2-TZVPD basis.

Last column: natural (NBO) charge in e.
Geometry (Å):
1 O -1.98 1.49 0.09  -0.759
2 O 0.37 -2.29 -0.50  -0.736
3 N 0.37 1.73 -0.84  -0.689
4 C 0.02 0.31 -0.32  -0.036
5 C 1.29 -0.23 0.34  -0.452
6 C -1.14 0.49 0.62  -0.095
7 C 1.22 -1.75 0.54  -0.066
8 H 0.99 2.23 -0.20  0.435
9 H -0.21 -0.22 -1.24  0.251
10 H -0.08 -3.04 -0.10  0.489
11 H 2.21 -2.21 0.44  0.200
12 H 1.54 0.31 1.25  0.229
13 H 0.73 1.64 -1.77  0.439
14 H -0.78 0.81 1.60  0.181
15 H 0.80 -2.03 1.51  0.182
16 H -1.66 -0.46 0.78  0.220
17 H -2.92 1.35 0.20  0.518
18 H 2.08 -0.06 -0.37  0.220
19 H -0.51 2.26 -0.90  0.468

Its multiplicity is 1. As for the SMILES: [NH3+][C@H](CO)CCO. Its charge is +1. The calculation puts the HOMO energy at -14.34 eV. Its total energy is -9920.8691 eV. For the frontier orbital gap, the calculation gives 11.1 eV. The relative energy (zero: lowest compared OMol25 entry of this formula, charge and spin) is 31.4 kcal/mol.